P) Density functional theory data (the ωB97M-V functional and the def2-TZVPD basis) for the ion C4H11NS2 with charge +1.

Each line ends with the Löwdin charge.
Geometry (Å):
S 1.05 -3.55 1.58  0.41
S -0.10 -1.77 1.97  0.51
C 0.76 -0.81 0.67  -0.54
C -0.28 0.22 0.10  -0.40
C -1.81 -0.19 0.07  -0.06
N 0.14 0.76 -1.22  0.18
C 0.31 2.21 -1.42  0.02
H 2.05 -3.34 2.39  -0.21
H 1.64 -0.26 1.12  0.10
H 1.13 -1.54 -0.21  0.11
H -0.24 0.97 0.86  0.12
H -2.45 0.66 -0.43  0.13
H -2.00 -1.11 -0.54  0.10
H -2.18 -0.46 1.00  0.03
H 0.79 0.35 -1.87  0.16
H 1.20 2.48 -1.99  0.12
H -0.57 2.75 -1.65  0.10
H 0.57 2.62 -0.42  0.13

- Multiplicity: 2
- HOMO level (spin up / spin down): -12.88 / -12.86 eV
- ⟨S²⟩: 0.75
- Total charge: +1

Q) Density functional theory data (the ωB97M-V functional and the def2-TZVPD basis) for the ion C4H11NS2 with charge +1.

Each line ends with the Löwdin charge.
Geometry (Å):
S 0.56 0.54 3.44  0.57
S -0.55 1.61 2.15  0.71
C -0.17 1.64 0.40  -0.45
C -0.50 0.32 -0.30  -0.45
C -0.38 0.51 -1.82  -0.03
N 0.41 -0.66 0.32  -0.12
C 0.36 -2.01 -0.26  -0.08
H 0.17 -0.68 3.00  -0.12
H 0.85 2.04 0.35  0.11
H -0.77 2.45 -0.02  0.10
H -1.49 0.06 0.07  0.14
H 0.37 -0.16 -2.26  0.08
H -0.01 1.49 -2.12  0.09
H -1.34 0.30 -2.29  0.09
H 1.34 -0.28 0.35  0.11
H 1.32 -2.48 -0.05  0.09
H 0.17 -2.10 -1.32  0.08
H -0.35 -2.57 0.36  0.08

- Multiplicity: 2
- HOMO level (spin up / spin down): -13.39 / -13.20 eV
- ⟨S²⟩: 0.75
- Total charge: +1

What is the stability order? It is Q), P), from most stable to least stable.

P) Density functional theory data (the ωB97M-V functional and the def2-TZVPD basis) for a cluster of 2 separate species, C7H8N3O3S in total.

Each line ends with the Löwdin charge.
Geometry (Å):
C 1.46 1.29 0.11  -0.32
C 1.34 0.37 2.41  -0.33
C 2.17 2.15 0.71  -0.45
C -0.89 -0.36 3.06  -0.56
C 0.02 -0.40 -3.09  -0.25
C 0.33 -0.13 -1.80  -0.28
C -1.35 -0.47 -3.64  -0.14
N 0.13 0.24 2.42  0.17
N -1.65 0.30 3.84  0.10
N -1.11 -1.69 2.62  0.10
O 2.43 0.50 2.82  0.15
O 2.53 3.01 1.45  0.05
O 2.53 1.31 -2.30  -0.57
S 2.04 0.35 -1.29  0.78
H 0.78 -0.66 -3.90  0.12
H -0.42 0.12 -0.95  0.09
H -1.56 0.33 -4.31  0.06
H -1.47 -1.31 -4.25  0.03
H -2.06 -0.66 -2.74  0.11
H -2.42 -0.15 4.31  0.02
H -0.86 -1.97 1.71  0.06
H -1.98 -2.17 2.80  0.07

- HOMO level: -3.93 eV
- Total charge: -1

Q) Density functional theory data (the ωB97M-V functional and the def2-TZVPD basis) for the ion C7H8N3O3S with charge -1.

Each line ends with the Löwdin charge.
Geometry (Å):
C -0.19 -1.18 -2.23  -0.11
C -1.46 -0.56 -1.97  -0.05
C 0.81 -1.16 -1.34  -0.07
C -0.65 0.27 0.16  -0.05
C -1.66 0.17 -0.80  -0.33
C 0.54 -0.42 -0.14  -0.26
C 0.80 -1.54 2.34  -0.25
N 1.52 1.13 1.88  -0.13
N -2.89 0.81 -0.54  0.05
N 1.61 2.10 1.04  -0.60
O 1.87 1.90 -0.17  -0.04
O 1.48 3.20 1.49  -0.02
O 2.89 -0.77 0.72  -0.38
S 1.63 -0.44 1.32  0.75
H -0.13 -1.77 -3.15  0.09
H -2.05 -0.49 -2.89  0.09
H 1.72 -1.64 -1.39  0.08
H -0.87 1.04 0.89  0.12
H 0.11 -1.02 2.89  -0.06
H 1.47 -2.08 2.94  -0.04
H -3.71 0.90 -1.21  0.11
H -2.84 1.55 0.16  0.08

- SMILES string: C=[S@]([O-])(=N[N+](=O)[O-])c1cccc(N)c1
- HOMO level: -4.25 eV
- Total charge: -1

What is the stability order? It is P), Q), from most stable to least stable.

P) Density functional theory data (the ωB97M-V functional and the def2-TZVPD basis) for a cluster of 3 separate species, C2H5N3S3 in total.

Each line ends with the Löwdin charge.
Geometry (Å):
C -0.35 -0.54 0.14  -0.95
C 3.46 -0.84 0.30  -0.25
H 1.15 1.99 0.80  -0.14
H -1.14 0.88 1.18  0.08
H 4.47 -0.18 0.44  0.08
H 3.48 -2.31 0.23  0.18
H -3.49 -1.58 1.40  0.09
N -0.65 0.95 0.21  -0.59
N 2.45 0.23 0.18  -0.20
N -1.30 -1.33 0.32  -0.31
S 0.21 2.34 -0.16  0.70
S 1.14 -1.24 -0.44  0.85
S -3.01 -0.44 -0.12  0.46

- HOMO level: -8.48 eV

Q) Density functional theory data (the ωB97M-V functional and the def2-TZVPD basis) for the molecule C2H5N3S3.

Each line ends with the Löwdin charge.
Geometry (Å):
C 0.88 -0.79 0.40  -0.23
C -0.21 -1.51 -0.59  -0.26
N 0.62 0.61 0.55  -0.19
N -1.33 -1.44 0.24  -0.47
N 1.16 1.34 -0.34  -0.45
S -2.33 -0.32 0.57  0.43
S 0.69 2.94 -0.38  0.68
S -2.19 1.41 -0.18  0.13
H 1.08 -1.17 1.48  0.13
H 1.93 -0.87 -0.23  0.14
H -0.18 -0.82 -1.42  0.08
H -0.17 -2.56 -0.93  0.12
H 0.04 3.18 0.83  -0.11

- HOMO level: -9.11 eV

What is the stability order? It is Q), P), from most stable to least stable.